# C17H36O5Si4V

A structure of composition C17H36O5Si4V (ωB97M-V with the def2-TZVPD basis set, OMol25).

E_HOMO (spin up / spin down), eV: -8.4 / -8.0
Molecular weight, g mol⁻¹: 483.76
Lowest unoccupied orbital energy (spin up / spin down), eV: -2.52 / -2.48
Strongest force on any atom, eV/Å: 8.94
Kohn-Sham gap (spin up / spin down), eV: 5.892 / 5.540

```
! RIJCOSX wB97M-V def2-TZVPD def2/J DEFGRID3
* xyz 0 2
V -0.374 1.885 0.714
O -0.326 5.597 -0.413
C -0.171 4.392 -0.306
O -0.422 3.798 0.714
C 0.530 3.605 -1.399
C 1.726 2.827 -0.796
C 2.717 2.467 -1.907
C 1.979 1.330 -2.589
C 0.714 1.264 -1.730
O 1.683 1.840 0.140
C -0.223 2.443 -2.098
C -1.701 2.123 -1.683
O -2.557 2.161 -2.482
O -2.316 1.888 0.140
H 0.882 4.349 -2.152
H 2.248 3.382 0.011
H 3.640 2.057 -1.440
H 2.980 3.325 -2.563
H 2.560 0.394 -2.435
H 1.783 1.473 -3.673
H 0.226 0.268 -1.859
H -0.249 2.604 -3.201
C -3.211 -0.593 2.603
Si -1.475 -1.277 2.584
C -0.644 -0.601 4.112
C -1.566 -3.135 2.731
Si -0.374 -0.631 0.714
Si 1.797 -1.277 0.732
C 2.682 -0.593 2.226
C 1.970 -3.135 0.737
C 2.705 -0.600 -0.752
Si -1.443 -1.277 -1.175
C -3.182 -0.601 -1.220
C -0.592 -0.593 -2.689
C -1.525 -3.135 -1.328
H -3.698 -0.869 3.562
H -3.802 -1.024 1.778
H -3.178 0.512 2.512
H -1.246 -0.875 5.003
H -0.574 0.504 4.041
H 0.362 -1.038 4.226
H -2.112 -3.400 3.659
H -0.545 -3.559 2.778
H -2.107 -3.555 1.861
H 2.262 -1.024 3.150
H 2.586 0.512 2.243
H 3.755 -0.868 2.168
H 1.487 -3.555 1.641
H 3.047 -3.400 0.746
H 1.500 -3.559 -0.170
H 2.608 0.504 -0.777
H 2.300 -1.038 -1.680
H 3.777 -0.875 -0.676
H -3.156 0.504 -1.124
H -3.784 -1.038 -0.405
H -3.653 -0.875 -2.186
H -0.529 0.512 -2.614
H -1.178 -0.868 -3.589
H 0.418 -1.024 -2.788
H -2.076 -3.559 -0.467
H -0.501 -3.554 -1.361
H -2.056 -3.400 -2.265
H -0.374 1.885 2.466
*
```